# C30H39CsN9OSSe3

C30H39CsN9OSSe3 as an isolated structure at a distorted geometry (ωB97M-V/def2-TZVPD, the Open Molecules 2025 dataset).

Each line ends with the Löwdin charge.
Cartesian coordinates (Å):
Cs: 0.505396 -0.609916 0.147325  0.99
N: 0.305547 -4.917162 2.429714  0.00
C: 0.893291 -3.747426 1.935503  -1.00
S: 0.689501 -2.322278 2.890844  0.32
N: 1.519050 -3.883725 0.822801  -0.05
N: 1.969452 -2.923917 0.007734  -0.19
C: 3.195350 -2.579484 -0.035438  -0.15
C: 3.779165 -1.775501 -1.101818  -0.16
C: 5.170173 -1.672550 -1.160908  -0.08
C: 5.827330 -1.030042 -2.196573  -0.14
C: 5.066871 -0.497106 -3.236520  -0.13
C: 3.690267 -0.570372 -3.205904  -0.06
C: 2.981540 -1.155629 -2.119837  -0.44
O: 1.704720 -1.112959 -2.041350  -0.57
H: 0.203568 -4.914777 3.429508  0.03
H: 0.698598 -5.760877 2.038588  0.06
H: 3.902217 -2.978229 0.705225  0.12
H: 5.750142 -2.129653 -0.363988  0.10
H: 6.908485 -0.968911 -2.214512  0.08
H: 5.561684 -0.015705 -4.074023  0.09
H: 3.093082 -0.168101 -4.018301  0.10
C: -1.898770 3.251486 -0.669966  -0.10
N: -0.604969 3.382442 -0.035208  -0.25
C: -0.744851 3.736977 1.361303  -0.10
C: 0.278170 4.288071 -0.744616  -0.21
C: 1.757052 3.955992 -0.542306  -0.21
N: 2.129834 2.640430 -1.016980  -0.25
C: 1.984586 2.500790 -2.452032  -0.10
C: 3.479723 2.298728 -0.605928  -0.09
H: -2.448362 4.209567 -0.731500  0.09
H: -2.505679 2.549858 -0.094044  0.08
H: -1.773812 2.858741 -1.681335  0.08
H: -1.235275 4.720074 1.494445  0.09
H: 0.231580 3.770670 1.843384  0.07
H: -1.335988 2.974042 1.865238  0.07
H: 0.119533 5.335052 -0.427990  0.12
H: 0.041388 4.246625 -1.808707  0.10
H: 1.987063 4.001985 0.525906  0.11
H: 2.353648 4.743750 -1.043911  0.12
H: 2.582979 3.247550 -3.008786  0.09
H: 0.939683 2.600062 -2.743617  0.06
H: 2.308002 1.506144 -2.747313  0.05
H: 4.233601 2.999713 -1.008515  0.09
H: 3.725461 1.294649 -0.956124  0.08
H: 3.551902 2.315394 0.482898  0.06
Se: -1.797843 1.684708 8.435816  1.07
N: -2.745673 1.046778 7.072247  -0.24
C: -1.944090 1.011023 6.036299  -0.33
C: -2.353491 0.565352 4.721847  -0.09
C: -3.630202 0.059873 4.469678  0.00
C: -3.960205 -0.313276 3.189195  -0.04
C: -3.006149 -0.136441 2.185927  -0.12
N: -1.794864 0.335733 2.402128  0.11
C: -1.444158 0.657194 3.651935  -0.17
C: -0.061455 1.093487 3.885287  -0.17
N: 0.781443 1.072584 2.849265  0.08
C: 2.041115 1.392760 3.052071  -0.13
C: 2.552127 1.796544 4.286000  -0.03
C: 1.692250 1.849838 5.356180  0.00
C: 0.357654 1.482756 5.170807  -0.09
C: -0.598702 1.480684 6.256360  -0.33
N: -0.320319 1.894765 7.467920  -0.24
H: -4.333943 -0.031579 5.286631  0.11
H: -4.929463 -0.729823 2.952797  0.10
H: -3.245439 -0.398646 1.159541  0.05
H: 2.693791 1.318088 2.188012  0.10
H: 3.599247 2.046161 4.387239  0.11
H: 2.020946 2.155416 6.340726  0.11
C: -4.323051 -2.781890 -2.623924  -0.41
Se: -3.242706 -1.653830 -1.453276  0.90
C: -3.284603 -0.007036 -2.507521  -0.57
C: -2.249811 0.086748 -3.615595  -0.54
Se: -0.386584 -0.326814 -3.000821  0.86
C: -0.275304 -1.948132 -4.055532  -0.36
H: -4.306177 -3.783521 -2.201751  0.01
H: -3.890352 -2.800238 -3.621658  0.01
H: -5.347053 -2.416290 -2.660305  0.01
H: -3.118950 0.774929 -1.766980  0.03
H: -4.305045 0.096036 -2.884327  0.06
H: -2.249728 1.109098 -4.002964  0.05
H: -2.498077 -0.578151 -4.444359  0.05
H: -0.453930 -1.702448 -5.100600  0.02
H: -1.002136 -2.677157 -3.699872  0.02
H: 0.732701 -2.327361 -3.919491  0.02

Atomic forces in eV per Å
Cs -1.122 1.249 1.258
N -0.147 -0.151 -0.037
C 0.276 0.346 -0.217
S -0.025 0.120 0.576
N 0.231 -1.474 0.339
N 0.076 0.469 -0.356
C 0.107 -0.723 0.473
C 0.140 0.306 -0.105
C -0.107 0.006 0.092
C 0.134 0.031 -0.052
C -0.003 -0.006 0.044
C -0.037 -0.015 -0.109
C 0.112 -0.053 -0.060
O 1.151 -0.342 -1.099
H 0.060 0.013 0.057
H 0.043 0.026 0.010
H -0.021 -0.103 -0.068
H -0.013 -0.021 0.005
H -0.011 -0.005 0.021
H -0.016 -0.011 -0.011
H 0.019 0.019 0.010
C 0.092 0.034 0.052
N -0.085 0.000 -0.009
C 0.026 -0.040 -0.051
C 0.189 -0.076 0.027
C -0.169 -0.057 -0.009
N 0.060 -0.039 0.098
C -0.047 -0.011 0.012
C -0.055 -0.026 -0.077
H -0.013 -0.016 0.005
H -0.021 -0.011 -0.045
H -0.029 0.006 -0.001
H 0.004 -0.007 -0.004
H 0.002 0.003 0.018
H -0.011 -0.011 0.055
H -0.040 0.015 -0.028
H -0.010 -0.009 0.005
H 0.050 0.044 -0.008
H 0.020 0.029 0.044
H 0.003 0.015 0.027
H 0.028 -0.009 -0.036
H -0.027 -0.002 -0.011
H 0.005 -0.010 -0.011
H 0.039 0.012 0.013
H 0.019 0.044 -0.001
Se -0.062 0.074 0.197
N 0.091 -0.097 -0.209
C -0.212 0.055 0.395
C 0.039 -0.091 -0.576
C 0.017 0.030 0.070
C 0.059 0.008 -0.007
C -0.108 -0.021 -0.019
N 0.113 0.087 0.008
C -0.579 -0.175 0.118
C 0.497 0.177 0.316
N -0.200 0.031 0.032
C 0.140 0.034 0.000
C -0.007 -0.029 -0.031
C -0.111 0.000 0.059
C 0.215 -0.042 -0.534
C 0.014 0.139 0.427
N 0.040 -0.114 -0.214
H 0.018 0.006 0.017
H -0.004 0.010 -0.012
H -0.008 -0.014 0.027
H 0.002 0.010 0.013
H 0.002 0.005 0.001
H 0.010 -0.014 0.004
C 0.044 0.227 0.036
Se -0.079 -0.164 -0.037
C -0.016 -0.163 0.082
C 0.278 -0.064 0.057
Se -1.107 0.619 -1.099
C 0.079 -0.038 0.058
H 0.013 -0.010 -0.007
H 0.000 -0.042 -0.005
H -0.008 -0.028 -0.032
H -0.022 0.042 0.005
H -0.005 0.086 0.026
H -0.018 -0.024 -0.056
H 0.005 -0.008 0.010
H -0.004 -0.047 -0.011
H 0.002 0.002 0.024
H -0.001 -0.016 0.033

As for the total charge: -1. As for the total energy: -9357.25089 Eh. The LUMO energy comes out at 1.265 eV. The frontier orbital gap is 4.93 eV. For the HOMO energy, the calculation gives -3.666 eV. The energy relative to the best compared isomer or geometry (same formula, charge and spin) comes out at 45.2 kcal per mole.

# C30H39CuF3GeO3Sb

C30H39CuF3GeO3Sb as an isolated structure at a distorted geometry (ωB97M-V/def2-TZVPD, the Open Molecules 2025 dataset).

Each line ends with the Löwdin charge.
Cartesian coordinates (Å):
Cu: -0.158320 -0.124613 0.154095  0.47
C: 2.100600 2.215786 0.174350  -0.02
C: 2.396802 1.345480 -1.045856  -0.68
C: 2.334541 2.199561 -2.310972  -0.06
C: 3.761330 0.674853 -0.928928  -0.01
O: 1.413642 0.297775 -1.103349  -0.40
Ge: -0.007275 0.169026 -2.439807  1.14
O: -0.596808 -1.382692 -1.320433  -0.37
C: -0.120349 -2.730507 -1.476478  -0.67
C: -1.346018 -3.638742 -1.457146  -0.01
C: 0.812713 -3.047553 -0.314464  -0.03
C: 0.628132 -2.869465 -2.799124  -0.05
O: -1.039849 1.128534 -1.041891  -0.40
C: -2.418592 1.542999 -1.098730  -0.67
C: -3.034658 1.136557 -2.437550  -0.05
C: -3.172756 0.860020 0.037493  -0.03
C: -2.438093 3.060751 -0.945330  -0.02
H: 2.766964 3.077142 0.221744  0.10
H: 2.234324 1.621343 1.078163  0.04
H: 1.068349 2.571371 0.123278  0.08
H: 3.100962 2.972323 -2.283806  0.10
H: 1.356719 2.682553 -2.398024  0.08
H: 2.504560 1.577574 -3.192927  0.08
H: 4.554981 1.417288 -0.837076  0.10
H: 3.951249 0.073700 -1.819291  0.09
H: 3.784265 0.021342 -0.054632  0.08
H: -1.927047 -3.460194 -0.551884  0.07
H: -1.047887 -4.687093 -1.484699  0.10
H: -1.973795 -3.431174 -2.324843  0.09
H: 0.245766 -3.000796 0.618210  0.06
H: 1.625309 -2.315734 -0.290459  0.08
H: 1.244550 -4.044192 -0.407872  0.11
H: -0.031627 -2.616697 -3.632055  0.09
H: 0.973268 -3.893724 -2.928507  0.10
H: 1.496523 -2.204496 -2.813097  0.08
H: -2.958407 0.055707 -2.580394  0.08
H: -2.513052 1.640711 -3.254024  0.08
H: -4.084187 1.423164 -2.467986  0.10
H: -3.100951 -0.220316 -0.107818  0.08
H: -4.225301 1.140596 0.044109  0.10
H: -2.730877 1.140310 0.997664  0.07
H: -1.914471 3.521046 -1.784275  0.09
H: -1.939693 3.353112 -0.020019  0.09
H: -3.462357 3.432798 -0.931885  0.10
F: -0.227076 0.860326 8.908158  0.09
C: -0.208497 0.649987 7.589975  -0.27
C: 0.602844 1.443595 6.798769  0.01
C: 0.627544 1.213821 5.433585  -0.12
C: -0.138169 0.192135 4.884955  -0.35
C: -0.971226 -0.571364 5.691891  -0.11
C: -1.006020 -0.346625 7.058936  0.01
Sb: 0.035369 -0.311286 2.792047  1.59
C: 2.114561 -0.866514 2.849913  -0.36
C: 3.024131 0.161270 3.096833  -0.15
C: 4.389021 -0.071966 3.080802  0.01
C: 4.836324 -1.351230 2.806951  -0.28
F: 6.151557 -1.581925 2.773927  0.09
C: 3.962680 -2.394582 2.569045  0.01
C: 2.597919 -2.145118 2.591522  -0.12
C: -0.985129 -2.191722 2.893166  -0.41
C: -2.208369 -2.300250 2.237376  -0.14
C: -2.908065 -3.496908 2.220700  0.00
C: -2.356619 -4.587501 2.866354  -0.27
F: -3.005564 -5.752288 2.837274  0.09
C: -1.159002 -4.503539 3.554877  0.02
C: -0.480469 -3.295828 3.578863  -0.12
H: 1.197053 2.226025 7.250438  0.13
H: 1.248354 1.843067 4.808512  0.09
H: -1.594322 -1.347601 5.267525  0.10
H: -1.642155 -0.931473 7.709083  0.13
H: 2.671100 1.161205 3.321677  0.08
H: 5.099468 0.721874 3.268576  0.13
H: 4.347574 -3.386004 2.370934  0.13
H: 1.927501 -2.969824 2.402873  0.08
H: -2.634905 -1.437626 1.744009  0.07
H: -3.861684 -3.587480 1.717914  0.13
H: -0.777122 -5.376594 4.067579  0.13
H: 0.429914 -3.215790 4.158888  0.11

Atomic forces in eV per Å
Cu -0.233 -0.396 0.319
C -0.102 -0.193 -0.147
C 0.316 0.369 0.002
C -0.114 -0.273 0.058
C -0.160 -0.010 -0.019
O -0.493 -0.327 -0.475
Ge 0.199 0.027 0.171
O -0.041 1.189 0.125
C 0.335 -0.573 -0.032
C 0.046 0.216 -0.039
C -0.094 0.231 -0.049
C -0.176 0.244 0.120
O 0.234 -0.216 -0.167
C -0.550 0.156 -0.066
C 0.336 0.024 0.107
C 0.273 -0.013 -0.083
C 0.119 -0.169 -0.021
H 0.021 -0.020 0.009
H 0.002 0.028 0.067
H 0.025 0.074 0.023
H -0.008 0.031 -0.012
H 0.043 0.069 -0.029
H 0.015 0.070 -0.031
H -0.003 0.000 0.023
H 0.035 -0.019 0.024
H 0.022 0.003 0.024
H -0.001 -0.041 0.018
H 0.008 -0.002 0.000
H -0.036 -0.029 0.030
H 0.035 -0.053 0.112
H 0.053 -0.052 0.036
H -0.024 -0.006 0.013
H 0.062 -0.040 -0.044
H 0.020 -0.013 -0.031
H 0.049 -0.078 -0.046
H -0.078 0.002 -0.009
H -0.081 -0.029 -0.050
H -0.026 -0.004 -0.036
H -0.059 -0.052 0.093
H 0.013 0.033 -0.011
H -0.055 -0.037 0.029
H 0.005 0.043 0.031
H -0.036 0.025 0.010
H -0.006 0.008 0.017
F -0.014 0.014 0.041
C -0.002 -0.035 -0.143
C 0.020 0.040 0.045
C 0.001 0.039 -0.039
C -0.136 0.224 -0.660
C -0.012 -0.018 -0.084
C -0.009 0.021 0.096
Sb 0.308 -0.874 0.790
C -0.324 0.109 -0.045
C -0.049 -0.075 0.058
C 0.041 0.083 0.005
C -0.134 0.036 0.010
F 0.048 -0.026 0.002
C 0.047 -0.057 -0.005
C 0.026 0.050 -0.056
C 0.205 0.312 -0.004
C 0.083 0.011 -0.008
C -0.062 -0.034 -0.007
C 0.033 0.188 -0.046
F -0.027 -0.067 0.009
C 0.066 -0.097 0.082
C -0.050 0.022 0.005
H -0.010 -0.009 0.016
H -0.005 0.002 0.066
H 0.010 -0.011 0.035
H 0.013 0.007 0.013
H 0.092 0.016 -0.068
H 0.017 -0.032 0.011
H 0.026 0.019 0.003
H -0.091 -0.037 -0.052
H -0.052 0.030 -0.112
H 0.007 -0.035 0.014
H -0.020 0.014 0.011
H 0.064 -0.028 -0.044

As for the total charge: +1. As for the total energy: -5649.29811 Eh. The LUMO energy (spin up / spin down) comes out at -3.128 / -5.680 eV. The frontier orbital gap (spin up / spin down) is 8.67 / 6.15 eV. The multiplicity is 2. For the HOMO energy (spin up / spin down), the calculation gives -11.798 / -11.827 eV.